C37H43N3O3 | ωB97M-V/def2-TZVPD

Results
relative energy (zero: lowest compared OMol25 entry of this formula, charge and spin) = 0.0000 eV
E = -1825.6502 Eh
total charge = 0
HOMO-LUMO gap = 7.31 eV
E_LUMO = -0.002 hartree

Each line ends with the Mulliken charge.
CARTESIAN COORDINATES (ANGSTROEM)
C -3.79701 -3.48256 -3.05666  -1.027
N -3.74995 -2.25326 -2.30128  0.305
C -4.82346 -1.85623 -1.53859  -0.158
O -5.89331 -2.45815 -1.38336  -0.710
C -4.43139 -0.56513 -0.86110  0.716
C -4.81791 -0.42812 0.60524  -1.411
C -4.05483 -1.41271 1.44624  0.292
C -4.27893 -2.78380 1.25338  -0.210
C -3.43695 -3.71642 1.86424  -0.695
C -2.38601 -3.28416 2.67411  -0.538
C -2.21329 -1.92329 2.92742  -0.456
C -3.05009 -0.98095 2.31783  -0.216
N -2.98865 -0.53362 -1.03494  0.349
C -2.20422 0.43179 -0.49983  -0.461
C -0.84508 0.56025 -0.71165  -0.454
C -0.07439 1.71095 -0.32699  -0.438
C 0.53360 2.67331 -1.27861  0.577
C 0.60069 4.02990 -0.89146  -0.380
C 1.39226 4.92859 -1.58908  -0.454
C 2.19633 4.48149 -2.64661  -0.618
C 1.98488 3.18475 -3.15456  -0.617
C 1.13904 2.27082 -2.48795  -0.181
C -2.49359 -1.59451 -1.89963  0.729
C -1.56439 -2.60916 -1.17264  -0.564
C -0.36827 -2.81169 -2.10872  -0.168
C -0.62198 -2.02066 -3.41280  -0.840
C -1.73984 -1.03245 -3.14232  -1.097
H -4.84370 -3.65859 -3.33830  0.388
H -3.17822 -3.38235 -3.95898  0.324
H -3.44544 -4.34622 -2.46664  0.319
H -4.89788 0.24495 -1.45326  0.233
H -4.63722 0.59817 0.93965  0.566
H -5.89809 -0.60057 0.69896  0.527
H -5.10617 -3.11346 0.61546  0.468
H -3.61208 -4.77755 1.69001  0.428
H -1.71376 -4.01142 3.13583  0.376
H -1.43681 -1.57641 3.60857  0.421
H -2.91705 0.09305 2.50692  0.295
H -2.74038 1.16147 0.11110  0.592
H -0.27590 -0.31398 -1.06509  0.320
H -0.55113 2.29359 0.52476  0.336
H 0.04302 4.34028 -0.00001  0.292
H 1.42833 5.96081 -1.24195  0.390
H 2.99871 5.13721 -3.05018  0.363
H 2.52483 2.86395 -4.05065  0.346
H 0.98928 1.23694 -2.84024  0.347
H -1.26625 -2.20971 -0.18651  -0.396
H -2.10145 -3.56461 -0.99343  0.553
H 0.54063 -2.43264 -1.60553  -0.280
H -0.21299 -3.88115 -2.33684  0.510
H 0.29776 -1.53561 -3.77746  0.479
H -0.95439 -2.73677 -4.17650  0.315
H -2.45260 -0.94974 -3.97225  0.448
H -1.35414 -0.03121 -2.92093  0.397
C 1.72710 -0.69846 3.82766  -1.168
C 2.90571 -0.53156 2.85866  -0.475
N 2.60799 -1.06156 1.51100  0.726
C 3.24983 -2.29975 1.08658  -0.244
C 4.73614 -2.34179 1.37353  -1.396
C 1.64836 -0.48949 0.68840  -0.528
C 1.46803 1.02103 0.74758  0.641
C 2.78225 1.61245 0.37691  0.244
C 3.12802 2.97652 0.89760  0.612
C 2.54308 3.50634 2.05966  -0.382
C 2.73473 4.85593 2.36040  -0.729
C 3.50154 5.67482 1.52113  -0.472
C 4.20259 5.10365 0.45585  -0.603
C 4.06231 3.74570 0.17296  -0.526
O 3.53134 1.06627 -0.45522  -0.704
O 1.09114 -1.20226 -0.16132  -1.036
H 2.01660 -0.43312 4.85887  0.460
H 0.84660 -0.09138 3.54020  0.182
H 1.42671 -1.75289 3.85255  0.344
H 3.23736 0.51824 2.72742  0.201
H 3.77668 -1.08785 3.22179  0.458
H 2.80963 -3.18515 1.56996  0.283
H 3.07064 -2.37310 0.00677  0.269
H 5.15578 -3.18466 0.80777  0.412
H 5.17516 -1.39682 1.02975  0.270
H 4.98721 -2.52426 2.43274  0.394
H 1.05792 1.34930 1.75003  0.189
H 1.94725 2.86266 2.70628  0.317
H 2.28038 5.25403 3.26912  0.377
H 3.55543 6.75645 1.72199  0.385
H 4.86539 5.71515 -0.15611  0.396
H 4.63094 3.30215 -0.64668  0.468


C37H43N4PSV | ωB97M-V/def2-TZVPD

Results
relative energy (zero: lowest compared OMol25 entry of this formula, charge and spin) = 0.5945 eV
multiplicity = 4
E = -3338.4076 Eh
total charge = 0
HOMO-LUMO gap (alpha / beta) = 5.69 / 6.23 eV
E_LUMO (alpha / beta) = -0.006 / -0.017 hartree

Each line ends with the Löwdin spin population.
CARTESIAN COORDINATES (ANGSTROEM)
V -1.00345 -0.53265 -0.30196  2.451
C 2.43434 -2.82577 -1.60673  0.007
C 1.95848 -3.62204 -2.65554  0.070
C 0.63290 -3.50506 -2.99752  -0.002
C -0.19980 -2.62312 -2.30308  0.076
N 0.26468 -1.83095 -1.30170  0.046
C 1.57654 -1.96024 -0.98281  0.056
C -1.61825 -2.48724 -2.57400  0.044
C -2.27004 -3.11903 -3.64181  0.006
C -3.62344 -2.95529 -3.79856  0.031
C -4.31602 -2.16624 -2.87762  0.015
C -3.61349 -1.56614 -1.86206  0.027
N -2.28164 -1.70010 -1.70471  0.036
H 3.46636 -2.86575 -1.28322  -0.001
H 2.61093 -4.30876 -3.17807  0.005
H 0.22082 -4.10891 -3.79374  -0.002
H 1.91993 -1.32553 -0.18203  0.003
H -1.70777 -3.72257 -4.34023  0.000
H -4.14379 -3.43130 -4.62049  0.002
H -5.38579 -2.02054 -2.94580  0.000
H -4.10307 -0.96327 -1.11317  0.002
C -0.06606 -1.38021 4.76387  -0.002
C -0.82469 -0.81792 3.55787  0.000
C -0.96092 0.69049 3.73196  0.000
P -0.05824 -1.26743 1.93001  0.009
C 0.13680 -3.12070 2.13092  0.004
C 1.56075 -3.62799 2.34419  0.001
C -0.55376 -3.90723 1.01308  0.009
C 1.49663 -0.35900 1.92172  0.011
C 2.55627 -0.55833 2.81144  0.000
C 3.66983 0.26002 2.85086  0.008
C 4.79887 0.01459 3.81518  0.001
C 3.69013 1.33423 1.95635  0.000
C 2.67323 1.56403 1.05623  0.004
C 1.53505 0.71614 0.98272  0.007
N 0.55704 0.86418 0.03664  0.017
C 0.62301 2.05074 -0.75127  0.005
C -0.01164 3.22355 -0.31307  0.000
C -0.73242 3.25147 1.00004  0.000
C -0.00390 4.35460 -1.12176  0.000
C 0.61120 4.36505 -2.36593  0.000
C 0.62335 5.60684 -3.21644  0.000
C 1.23654 3.19969 -2.78709  0.000
C 1.26225 2.05088 -2.00079  0.001
C 1.99034 0.83639 -2.49989  0.003
H -0.64502 -1.19666 5.67274  0.000
H 0.88964 -0.86371 4.88172  0.000
H 0.12640 -2.45275 4.71317  0.000
H -1.82250 -1.26540 3.51634  0.000
H 0.02043 1.17036 3.70163  0.000
H -1.40762 0.90043 4.70820  0.000
H -1.59693 1.12872 2.97237  0.000
H -0.43178 -3.32278 3.04080  0.000
H 2.23373 -3.28006 1.55589  0.001
H 1.56644 -4.72141 2.33007  0.000
H 1.97781 -3.30982 3.30176  0.000
H 0.05474 -3.94048 0.10832  0.000
H -1.52685 -3.48585 0.74925  0.005
H -0.70647 -4.93756 1.34570  0.000
H 2.51105 -1.38885 3.50943  0.000
H 4.63257 -0.90504 4.37967  0.000
H 4.90918 0.82825 4.53695  0.000
H 5.75558 -0.08849 3.29589  0.000
H 4.54009 2.01159 1.95795  0.000
H 2.74978 2.40441 0.38030  0.000
H -0.06533 3.53441 1.81950  0.000
H -1.12809 2.26802 1.22943  0.000
H -1.55667 3.96725 0.97474  0.000
H -0.51709 5.24811 -0.77438  0.000
H -0.28847 6.18956 -3.07925  0.000
H 0.71099 5.36058 -4.27495  0.000
H 1.46536 6.25401 -2.95896  0.000
H 1.73439 3.18187 -3.75282  0.000
H 2.66126 1.10478 -3.31596  0.000
H 1.30551 0.06590 -2.86695  0.001
H 2.57905 0.38484 -1.70360  0.001
S -3.12365 -0.07571 1.08690  0.000
C -3.25835 1.14538 -0.14593  0.014
C -4.31075 2.05883 -0.28503  0.000
C -4.28072 2.95302 -1.33349  0.008
C -3.21728 2.93229 -2.23532  0.001
C -2.21476 2.00719 -2.03488  0.010
N -2.23824 1.14021 -1.01529  0.006
H -5.11825 2.04620 0.43301  -0.001
H -5.08473 3.67004 -1.45448  0.001
H -3.16051 3.62222 -3.06480  0.000
H -1.35206 1.95251 -2.68765  0.001


C37H43O2SiV | ωB97M-V/def2-TZVPD

Results
multiplicity = 2
E = -2819.2570 Eh
total charge = +1
HOMO-LUMO gap (alpha / beta) = 4.69 / 3.88 eV
E_LUMO (alpha / beta) = -0.179 / -0.182 hartree

Each line ends with the Löwdin spin population.
CARTESIAN COORDINATES (ANGSTROEM)
O 0.59530 0.96468 -4.99780  0.000
C -0.87797 0.92639 -4.83958  0.001
C -1.01592 -0.26663 -5.77101  0.000
H -1.41440 1.79766 -5.22009  0.000
H -1.09022 0.74948 -3.77407  0.001
C 0.53496 -0.32988 -5.61230  0.000
H -1.30188 -0.02269 -6.79943  0.000
H -1.53832 -1.13835 -5.34498  0.000
C 1.32347 -0.34767 -6.91660  0.000
H 1.07617 0.51826 -7.55107  0.000
H 1.08128 -1.26444 -7.46919  0.000
H 2.40449 -0.32511 -6.70795  0.000
C 0.78882 -1.50553 -4.69266  0.001
H 0.21380 -1.40187 -3.76059  0.002
H 1.85568 -1.63758 -4.47907  0.000
H 0.41301 -2.39900 -5.21758  0.000
V -0.55336 -1.02336 -0.55132  0.961
C -2.11930 -2.20680 0.23214  -0.010
C -2.24574 -0.85141 0.68281  -0.001
C -2.37900 -0.00149 -0.46712  0.027
H -2.28185 -0.53725 1.72712  -0.002
C -2.35914 -0.84321 -1.63540  0.046
C -2.16386 -2.20700 -1.20482  0.007
H -2.11109 -3.08486 -1.84050  -0.001
H -2.07294 -3.08714 0.86910  -0.001
H -2.42201 1.08615 -0.45862  0.002
H -2.52012 -0.51682 -2.66233  0.005
C 1.20290 -1.90804 0.87141  -0.009
C 1.38164 -2.52575 -0.39243  -0.002
C 1.62605 -1.49413 -1.35098  0.009
H 1.39279 -3.59556 -0.57838  0.000
C 1.67604 -0.23116 -0.66164  -0.002
C 1.39050 -0.49490 0.71942  0.000
H 1.38482 0.24219 1.53735  -0.002
H 1.05305 -2.41700 1.83235  0.000
H 1.85786 -1.65573 -2.39953  0.001
H 1.93813 0.74670 -1.08637  -0.001
O 0.01691 3.19896 -4.03137  0.000
C 0.47873 3.46299 -5.40063  0.000
C 0.43024 4.96251 -5.73362  0.000
H -0.17422 2.97769 -6.14175  0.000
H 1.47534 2.99619 -5.51394  0.000
C 0.01801 5.63559 -4.42074  0.000
H -0.35308 5.09561 -6.49066  0.000
H 1.35617 5.34663 -6.17860  0.000
C -0.03485 4.49183 -3.38200  0.000
H -0.94906 6.12939 -4.56918  0.000
H 0.73907 6.38130 -4.08821  0.000
H -0.91190 4.56437 -2.71543  0.000
H 0.86038 4.60432 -2.73803  0.000
C -1.12489 -5.23079 4.44057  -0.001
C -2.06952 -4.23120 4.17214  0.000
C -1.66908 -2.89934 4.04157  -0.001
C -0.30397 -2.54869 4.17419  -0.002
C 0.63487 -3.55992 4.47215  -0.001
C 0.22639 -4.89032 4.58932  0.000
Si 0.20633 -0.79518 3.94893  -0.015
C -1.12982 0.42221 4.26848  -0.003
C -1.48935 1.36896 3.28294  -0.002
C -2.57488 2.21608 3.49309  0.000
C -3.27084 2.17853 4.70735  0.000
C -2.87945 1.28878 5.71392  0.000
C -1.81921 0.40485 5.49677  -0.001
C 1.86249 -0.30488 4.58973  -0.001
C 1.98409 0.84855 5.39695  -0.001
C 3.24185 1.27064 5.83133  0.000
C 4.39492 0.57033 5.45452  -0.001
C 4.28517 -0.56644 4.64639  0.000
C 3.03330 -1.00167 4.20561  0.000
H -1.44521 -6.26764 4.56055  0.000
H -3.12483 -4.48399 4.06093  0.000
H -2.40746 -2.12202 3.84109  0.000
H 1.68427 -3.29319 4.60533  0.000
H 0.96914 -5.66213 4.79562  0.000
H -0.91263 1.42680 2.35678  -0.001
H -2.87271 2.91134 2.70596  0.000
H -4.11315 2.85243 4.87130  0.000
H -3.39934 1.27739 6.67208  0.000
H -1.51868 -0.30140 6.27170  0.000
H 1.08927 1.43433 5.62966  0.000
H 3.32292 2.16831 6.44296  0.000
H 5.37410 0.90847 5.79087  0.000
H 5.17684 -1.10631 4.33334  0.000
H 2.96372 -1.84141 3.51174  0.000